(1)
A structure of composition C19H43CrO2P3 in a non-equilibrium geometry, computed with ωB97M-V/def2-TZVPD.

CARTESIAN COORDINATES (ANGSTROEM)
Cr (0.10292, -0.40946, 0.99759)
P (-1.65062, -2.01142, 1.16447)
P (1.45660, -0.98849, 2.74119)
P (1.63423, -1.59501, -0.78029)
H (-0.53877, 5.96513, -6.02262)
C (-0.60714, 5.05973, -6.63332)
C (-1.78910, 4.49685, -6.91814)
H (-2.72716, 4.92080, -6.54773)
C (-3.20565, -1.30442, 1.80608)
C (-1.47655, -3.49863, 2.19943)
C (-2.16911, -2.66768, -0.44376)
C (3.02431, -0.05260, 2.78200)
C (0.73768, -0.60504, 4.37562)
C (2.01460, -2.71440, 2.97664)
C (0.97347, -1.49161, -2.46738)
C (1.67747, -3.37322, -0.43140)
C (3.39772, -1.17258, -0.95343)
H (0.32556, 4.67530, -7.05668)
H (-1.86379, 3.62547, -7.57520)
H (-3.38581, -0.36362, 1.27349)
H (-3.09785, -1.07687, 2.87354)
H (-4.05228, -1.99078, 1.65819)
H (-1.21536, -3.21758, 3.22745)
H (-0.69199, -4.15911, 1.81059)
H (-2.44462, -4.02297, 2.19358)
H (-2.42208, -1.82485, -1.09867)
H (-3.05062, -3.30417, -0.27635)
H (-1.38539, -3.26416, -0.92703)
H (3.56774, -0.32313, 3.69741)
H (2.80134, 1.02022, 2.80430)
H (3.65248, -0.25106, 1.90511)
H (1.37840, -1.03518, 5.15558)
H (-0.26408, -1.03958, 4.46538)
H (0.66024, 0.47772, 4.52427)
H (3.09541, -2.72150, 3.16862)
H (1.82489, -3.32006, 2.08773)
H (1.48192, -3.17229, 3.81933)
H (1.42560, -2.28355, -3.08318)
H (1.19595, -0.50906, -2.90076)
H (-0.11775, -1.61211, -2.44362)
H (1.83591, -3.87570, -1.39655)
H (0.74240, -3.75219, 0.00176)
H (2.52380, -3.60600, 0.22672)
H (3.72831, -1.61880, -1.90107)
H (3.97255, -1.55953, -0.09992)
H (3.50996, -0.08240, -1.00280)
C (-0.64049, 1.38389, -1.56792)
C (0.48775, 2.28097, -1.54541)
C (0.85186, 2.95201, -2.71163)
C (0.11278, 2.81020, -3.89318)
C (-1.05480, 2.02705, -3.90208)
C (-1.45881, 1.36335, -2.75033)
O (-0.87381, 0.55489, -0.59940)
H (1.39248, -0.12224, -0.18911)
H (1.04125, 2.37873, -0.59680)
H (1.73306, 3.61149, -2.69363)
H (0.45550, 3.30177, -4.81332)
H (-1.66664, 1.94339, -4.79961)
H (-2.35705, 0.75042, -2.72846)
C (-1.48544, 2.83425, 4.05682)
C (-1.62587, 1.71538, 3.05048)
O (-0.41356, 1.57558, 2.23242)
H (-0.52007, 2.76165, 4.56959)
H (-2.28152, 2.75312, 4.80171)
H (-1.60015, 3.80687, 3.56559)
H (-1.78397, 0.75590, 3.56250)
H (-2.49210, 1.88708, 2.39974)
H (-0.40617, 2.30385, 1.57589)

* spin multiplicity: 4
* HOMO-LUMO gap (spin up / spin down): 3.010 / 3.268 eV
* ⟨S²⟩: 3.920
* HOMO level (spin up / spin down): -0.58020 / -0.57923 Ha
* total charge: +3
* calculated total energy: -2967.657303 Eh

=====

(2)
A structure of composition C19H43IN3O4PSi2 in a non-equilibrium geometry, computed with ωB97M-V/def2-TZVPD.

CARTESIAN COORDINATES (ANGSTROEM)
C (0.58806, -1.46437, -0.56405)
C (-0.94210, -1.05627, -0.40287)
C (-1.25020, -0.60564, 1.09809)
I (-1.73512, -2.25223, 2.40938)
Si (-2.53509, 0.82474, 1.16310)
O (-2.10500, 1.87590, -0.11680)
Si (-3.41901, 2.75737, -0.76104)
C (-2.65993, 4.39732, -1.44117)
C (-1.22560, 3.99073, -1.93654)
C (-0.97693, 3.55149, -3.31814)
C (0.34717, 3.12646, -3.78576)
C (1.45483, 3.12399, -2.84187)
C (2.90583, 2.64348, -3.23573)
C (1.27087, 3.57536, -1.46641)
C (-0.06177, 3.98812, -1.04826)
P (-2.13133, 1.87278, 3.09967)
N (-3.45600, 2.95952, 3.49804)
O (-0.74198, 2.84626, 2.87556)
H (1.24984, -0.56534, -0.55464)
H (0.81914, -2.21632, 0.23109)
H (0.70268, -1.97080, -1.56526)
H (-1.62336, -1.91250, -0.66268)
H (-1.12222, -0.22336, -1.13495)
H (-0.28849, -0.12991, 1.45840)
H (-3.92169, 0.34941, 1.09109)
H (-4.51985, 2.98161, 0.17997)
H (-3.85795, 2.01325, -1.96578)
H (-3.28209, 4.85052, -2.24793)
H (-2.51623, 5.05234, -0.54232)
H (-1.84365, 3.53412, -4.01524)
H (0.48717, 2.80717, -4.84587)
H (3.03230, 2.52069, -4.33774)
H (3.01070, 1.62370, -2.76403)
H (3.63709, 3.34974, -2.77826)
H (2.11453, 3.57334, -0.73749)
H (-0.23431, 4.31364, 0.00562)
H (-3.61334, 2.80620, 4.50290)
H (-3.05860, 3.91317, 3.47347)
H (-0.18663, 2.42604, 2.19071)
C (8.52907, 0.91414, 0.02722)
C (8.26748, 1.62142, -1.29873)
C (7.02557, 2.53202, -1.27413)
O (5.78869, 1.83848, -1.36398)
C (5.30817, 1.33038, -0.13175)
N (8.18195, 0.61673, -2.36456)
H (7.83503, 0.09206, 0.20708)
H (9.53495, 0.48896, 0.03653)
H (8.45713, 1.61255, 0.86491)
H (9.13407, 2.25944, -1.50030)
H (7.06358, 3.17387, -2.15996)
H (7.03326, 3.20094, -0.40472)
H (5.54922, 1.98898, 0.70742)
H (5.70189, 0.32781, 0.04708)
H (4.22149, 1.24797, -0.20493)
H (8.09759, 1.09485, -3.25887)
H (7.28699, 0.14096, -2.26145)
C (-5.86749, -6.03016, 3.68593)
C (-5.12730, -5.00459, 2.83295)
C (-5.59367, -4.97474, 1.36550)
O (-5.09560, -6.04165, 0.57050)
C (-5.83550, -7.24575, 0.66824)
N (-3.68530, -5.25095, 2.93746)
H (-5.54685, -7.05284, 3.48300)
H (-5.68308, -5.84342, 4.74615)
H (-6.94660, -5.97070, 3.52210)
H (-5.33663, -4.01839, 3.26043)
H (-5.19888, -4.06237, 0.90754)
H (-6.68651, -4.91267, 1.29129)
H (-6.90633, -7.06178, 0.79305)
H (-5.45789, -7.86017, 1.48826)
H (-5.68741, -7.80543, -0.25710)
H (-3.19276, -4.51162, 2.44052)
H (-3.48005, -6.08604, 2.39103)

* spin multiplicity: 1
* HOMO-LUMO gap: 8.037 eV
* HOMO level: -0.28722 Ha
* total charge: 0
* calculated total energy: -2433.012451 Eh

=====

(3)
A structure of composition C19H43MnN9O4S, computed with ωB97M-V/def2-TZVPD.

CARTESIAN COORDINATES (ANGSTROEM)
Mn (-1.85588, -0.35049, 0.08954)
N (-4.07002, -0.69360, 0.65296)
C (-4.06322, -0.38732, 2.09429)
C (-3.16287, 0.82767, 2.33499)
O (-3.45465, 1.68260, 3.15116)
N (-2.06014, 0.85214, 1.54528)
C (-1.49750, 2.14460, 1.22814)
C (-1.56944, 2.32727, -0.29129)
O (-1.30420, 3.36459, -0.85367)
O (-1.90825, 1.22341, -0.93431)
H (-4.60055, 0.01605, 0.15123)
H (-4.53318, -1.57934, 0.47418)
H (-3.64638, -1.24901, 2.62133)
H (-5.05051, -0.17284, 2.50704)
H (-0.44381, 2.21410, 1.52408)
H (-2.03996, 2.94573, 1.73798)
N (-0.28333, -2.58719, -2.29010)
C (-1.60204, -2.41459, -2.22914)
N (-2.40827, -3.23486, -2.94246)
O (-2.12790, -1.53734, -1.50478)
H (0.13184, -3.27921, -2.88821)
H (0.30924, -1.92365, -1.78678)
H (-2.04324, -3.81702, -3.67627)
H (-3.38045, -2.98160, -2.98662)
C (-1.10727, -1.64215, 4.76964)
N (-0.70665, -1.61536, 3.37074)
C (0.27195, -0.59210, 3.06144)
C (-1.28037, -2.39902, 2.44316)
N (-1.46192, -2.01824, 1.19287)
N (-1.71243, -3.63006, 2.87475)
C (-2.64897, -4.39968, 2.08402)
C (-0.87843, -4.44064, 3.75349)
H (-1.37595, -0.62676, 5.06906)
H (-0.28892, -1.98318, 5.40689)
H (-1.96820, -2.28887, 4.91212)
H (1.13310, -0.73525, 3.71945)
H (-0.14396, 0.40188, 3.22997)
H (0.60232, -0.67582, 2.02578)
H (-1.67806, -2.82245, 0.61191)
H (-3.40000, -3.74808, 1.64185)
H (-3.16019, -5.10574, 2.73814)
H (-2.15556, -4.97641, 1.29147)
H (-0.02292, -3.86808, 4.09657)
H (-0.50874, -5.31142, 3.20541)
H (-1.44334, -4.78803, 4.61948)
C (4.86317, 2.14975, -0.15396)
C (4.60396, 3.64041, -0.32119)
C (3.26035, 4.13726, 0.20458)
C (2.04127, 3.64242, -0.56557)
N (1.75498, 2.24761, -0.25840)
C (1.19905, 1.34240, -1.06153)
S (1.04375, -0.25622, -0.44261)
N (0.80721, 1.72415, -2.27209)
C (0.25306, 0.86287, -3.29877)
C (1.31098, 0.08639, -4.07287)
C (2.19402, 0.91826, -5.00021)
C (3.20577, 1.81271, -4.29502)
H (5.88924, 1.91026, -0.42894)
H (4.20868, 1.53881, -0.77420)
H (4.72432, 1.83869, 0.88274)
H (4.69012, 3.91204, -1.37736)
H (5.39180, 4.19686, 0.19163)
H (3.24666, 5.22764, 0.16463)
H (3.14389, 3.88124, 1.26299)
H (2.24029, 3.72862, -1.63766)
H (1.15490, 4.24123, -0.34034)
H (2.03908, 1.89639, 0.64308)
H (0.68684, 2.71614, -2.40786)
H (-0.30871, 1.51575, -3.97044)
H (-0.47701, 0.20232, -2.82821)
H (0.78318, -0.66429, -4.66783)
H (1.93780, -0.46311, -3.36274)
H (1.55966, 1.52220, -5.65593)
H (2.73160, 0.23319, -5.66029)
H (2.73134, 2.65101, -3.78558)
H (3.91587, 2.22946, -5.00799)
H (3.77211, 1.25286, -3.54879)

* spin multiplicity: 5
* HOMO-LUMO gap (spin up / spin down): 8.109 / 9.113 eV
* ⟨S²⟩: 6.057
* HOMO level (spin up / spin down): -0.40510 / -0.41850 Ha
* ΔE to the lowest compared entry with this formula, charge and spin: 12.3 kcal per mole
* total charge: +1
* calculated total energy: -3092.720476 Eh